[1]
C19H44BN9O22P | the ωB97M-V functional and the def2-TZVPD basis

Structure (XYZ):
```
96
C19H44BN9O22P (the ωB97M-V functional and the def2-TZVPD basis)
C -0.530 2.398 -0.426
C -0.435 1.153 -1.358
C -1.618 1.161 -2.343
P -3.188 0.980 -1.476
O -4.256 0.121 -2.308
B -4.362 -1.257 -1.880
O -4.784 -2.157 -2.796
O -4.053 -1.677 -0.606
O 0.734 1.268 -2.115
C 1.878 0.726 -1.399
C 1.924 -0.753 -1.734
C 2.131 -1.074 -3.056
C 2.139 -2.393 -3.418
C 1.958 -3.368 -2.465
C 1.764 -3.038 -1.162
C 1.735 -1.713 -0.782
H -0.069 2.175 0.533
H 0.019 3.182 -0.946
H -1.557 2.766 -0.310
H -0.454 0.215 -0.785
H -1.627 2.128 -2.854
H -1.541 0.362 -3.086
H -3.734 2.263 -1.345
H -2.994 0.525 -0.165
H -4.393 -1.915 -3.649
H -3.104 -1.865 -0.567
H 1.808 0.903 -0.323
H 2.728 1.251 -1.818
H 2.281 -0.285 -3.781
H 2.297 -2.648 -4.459
H 1.994 -4.394 -2.810
H 1.614 -3.829 -0.438
H 1.562 -1.423 0.249
C -7.306 0.211 0.120
N -7.691 1.353 0.991
O -8.849 1.708 0.984
O -6.804 1.854 1.653
H -8.177 -0.138 -0.413
H -6.547 0.570 -0.573
H -6.910 -0.566 0.761
C -9.287 -3.176 2.790
N -8.527 -2.413 1.763
O -9.157 -1.733 0.974
O -7.317 -2.519 1.782
H -10.344 -2.984 2.652
H -9.058 -4.228 2.647
H -8.954 -2.831 3.764
C 2.346 5.587 -0.611
N 2.797 4.169 -0.676
O 2.768 3.607 -1.754
O 3.167 3.661 0.363
H 2.048 5.900 -1.605
H 1.511 5.634 0.079
H 3.178 6.180 -0.251
C 2.281 7.640 3.185
N 1.973 8.503 2.014
O 1.730 9.669 2.220
O 1.985 7.972 0.917
H 2.233 8.243 4.078
H 1.541 6.848 3.212
H 3.281 7.238 3.041
C -0.376 9.736 6.031
N 0.081 8.320 5.990
O 0.068 7.751 4.912
O 0.439 7.826 7.034
H -0.660 10.036 5.029
H -1.222 9.785 6.709
H 0.453 10.335 6.398
C 5.619 -2.293 -1.586
N 5.625 -3.652 -2.191
O 5.146 -4.557 -1.540
O 6.113 -3.758 -3.297
H 5.157 -2.352 -0.607
H 6.653 -1.966 -1.509
H 5.050 -1.643 -2.244
C -11.764 -0.104 1.621
N -12.256 0.019 3.018
O -13.378 0.434 3.193
O -11.481 -0.317 3.895
H -12.546 0.221 0.944
H -10.884 0.524 1.528
H -11.517 -1.147 1.458
C 8.280 -6.473 -3.684
N 9.691 -6.556 -3.217
O 10.353 -5.542 -3.236
O 10.082 -7.644 -2.845
H 8.073 -5.452 -3.981
H 8.173 -7.152 -4.525
H 7.644 -6.773 -2.857
C 11.565 -9.159 -0.426
N 11.120 -8.910 0.973
O 9.999 -8.476 1.139
O 11.914 -9.160 1.855
H 10.759 -8.892 -1.098
H 12.440 -8.542 -0.605
H 11.808 -10.215 -0.508
```

Its max |F| is 1.975 eV Å⁻¹. The value obtained for the lowest unoccupied orbital energy is -3.641 eV. As for the HOMO energy: -11.72 eV. As for the total charge: +1. The calculation puts the HOMO-LUMO gap at 0.29698 Eh. The electronic energy is -3263.66306 Ha.

[2]
C8H17ClILaNO3P | the ωB97M-V functional and the def2-TZVPD basis

Structure (XYZ):
```
33
C8H17ClILaNO3P (the ωB97M-V functional and the def2-TZVPD basis)
C 0.174 1.140 -1.773
C -1.010 1.377 -0.803
H 0.362 2.082 -2.326
H 0.029 0.346 -2.560
H 1.147 1.034 -1.178
O -1.042 2.411 -0.103
I -0.586 -1.675 2.354
La 0.899 -1.372 -0.528
P -2.497 0.236 -0.619
C -3.143 0.688 0.980
C -3.431 0.768 -2.044
H -1.846 -1.959 -1.623
H -3.522 -1.819 -0.981
H -2.180 -2.084 0.157
C -2.456 -1.580 -0.784
H -2.962 0.323 -2.937
H -4.457 0.389 -1.951
H -4.225 0.608 0.982
H -2.845 1.706 1.231
H -3.424 1.860 -2.142
H -2.722 0.035 1.755
C 1.007 0.803 1.182
O 0.976 1.578 2.032
Cl 0.684 -2.613 -2.752
C 3.646 -0.812 2.552
C 3.852 -0.580 1.100
N 4.949 0.068 0.696
O 3.011 -0.981 0.215
H 4.637 -0.694 3.010
H 3.249 -1.816 2.794
H 3.002 -0.029 2.989
H 5.073 0.189 -0.306
H 5.650 0.369 1.380
```

The calculation puts the energy above the lowest of the compared OMol25 structures with the same formula, charge and spin at 36.9 kJ/mol. Its max |F| is 4.559 eV Å⁻¹. The value obtained for the lowest unoccupied orbital energy is -8.346 eV. As for the HOMO energy: -15.24 eV. As for the total charge: +2. The calculation puts the HOMO-LUMO gap at 0.25346 Eh. The electronic energy is -1725.89961 Ha.

[3]
C25H53FN2O8P2 | the ωB97M-V functional and the def2-TZVPD basis

Structure (XYZ):
```
91
C25H53FN2O8P2 (the ωB97M-V functional and the def2-TZVPD basis)
C -3.918 2.089 -4.160
C -3.278 1.009 -3.306
O -3.298 1.436 -1.937
P -2.258 0.841 -0.885
O -2.590 1.161 0.509
C -0.634 1.465 -1.406
C 0.246 1.815 -0.192
P 1.448 3.158 -0.524
N 0.609 4.221 0.679
C 2.996 3.300 0.491
C 3.819 2.043 0.693
F 3.013 1.030 1.205
C 2.378 2.132 -1.926
O 2.409 0.726 -1.733
C 3.279 0.053 -2.616
O 2.798 -1.199 -2.961
C 1.518 -1.221 -3.575
C 1.380 -0.277 -4.763
O 0.339 -0.746 -5.620
C 1.190 4.433 -1.849
C 2.254 5.137 -2.427
C 1.977 6.095 -3.394
C 0.658 6.303 -3.774
C -0.332 5.544 -3.152
N -0.075 4.645 -2.211
O -2.302 -0.713 -1.268
C -1.352 -1.585 -0.617
C -1.167 -2.869 -1.421
H -3.683 3.075 -3.760
H -5.001 1.974 -4.204
H -3.540 2.029 -5.184
H -2.247 0.822 -3.619
H -3.822 0.066 -3.379
H -0.816 2.321 -2.059
H -0.142 0.699 -2.012
H -0.385 2.138 0.634
H 0.792 0.935 0.149
H 1.047 5.130 0.790
H -0.369 4.372 0.459
H 3.617 4.078 0.030
H 2.691 3.671 1.469
H 4.607 2.235 1.428
H 4.295 1.677 -0.218
H 1.937 2.360 -2.909
H 3.413 2.511 -1.973
H 3.442 0.680 -3.507
H 4.237 -0.126 -2.117
H 1.382 -2.239 -3.947
H 0.744 -1.030 -2.828
H 2.306 -0.276 -5.343
H 1.169 0.749 -4.448
H -0.451 -0.221 -5.473
H 3.274 4.943 -2.117
H 2.784 6.661 -3.845
H 0.388 7.027 -4.532
H -1.374 5.682 -3.418
H -1.741 -1.803 0.378
H -0.404 -1.053 -0.488
H -0.113 -3.137 -1.481
H -1.540 -2.724 -2.438
H -1.718 -3.684 -0.952
C -3.967 -6.392 1.989
C -2.617 -6.287 1.299
O -2.094 -4.971 1.256
C -1.844 -4.355 2.507
C -0.809 -5.064 3.361
H -4.671 -5.680 1.555
H -4.368 -7.398 1.865
H -3.898 -6.193 3.059
H -2.710 -6.583 0.254
H -1.898 -6.971 1.764
H -2.776 -4.219 3.067
H -1.482 -3.359 2.250
H -1.160 -6.028 3.732
H -0.571 -4.445 4.228
H 0.105 -5.234 2.790
C -0.772 -0.763 7.114
C 0.548 -1.516 7.101
O 0.735 -2.334 5.960
C 0.750 -1.654 4.717
C 1.866 -0.634 4.572
H -1.604 -1.452 6.958
H -0.906 -0.268 8.076
H -0.817 0.004 6.340
H 0.591 -2.204 7.946
H 1.384 -0.817 7.215
H -0.222 -1.184 4.523
H 0.874 -2.441 3.972
H 1.728 0.223 5.233
H 1.893 -0.259 3.548
H 2.829 -1.091 4.803
```

Its max |F| is 0.555 eV Å⁻¹. The value obtained for the lowest unoccupied orbital energy is 0.386 eV. As for the HOMO energy: -8.51 eV. The calculation puts the HOMO-LUMO gap at 0.32703 Eh. The electronic energy is -2478.34182 Ha.

[4]
C2H3F2N | the ωB97M-V functional and the def2-TZVPD basis

Structure (XYZ):
```
8
C2H3F2N (the ωB97M-V functional and the def2-TZVPD basis)
C -0.096 -0.093 -0.787
C -0.536 0.972 0.152
N -1.523 0.188 -0.428
F -0.548 2.328 0.008
F -2.226 -0.717 0.327
H 0.146 -0.156 -1.885
H 0.472 -0.969 -0.414
H -0.091 0.121 2.012
```

As for the multiplicity: 3. The calculation puts the energy above the lowest of the compared OMol25 structures with the same formula, charge and spin at 379.0 kJ/mol. Its max |F| is 2.803 eV Å⁻¹. The value obtained for the lowest unoccupied orbital energy (alpha / beta) is 1.112 / -2.473 eV. As for the HOMO energy (alpha / beta): -8.71 / -10.78 eV. The expectation value of S² is 2.00. The calculation puts the HOMO-LUMO gap (alpha / beta) at 0.36085 / 0.30524 Eh. The electronic energy is -332.15646 Ha.

[5]
C17H25Br4F2GaKLi2NO5 | the ωB97M-V functional and the def2-TZVPD basis

Structure (XYZ):
```
58
C17H25Br4F2GaKLi2NO5 (the ωB97M-V functional and the def2-TZVPD basis)
C 0.440 -4.206 -1.038
C -0.198 -2.876 -0.807
Br -1.324 -2.922 0.724
C -0.061 -1.765 -1.523
Br 1.161 -1.888 -3.016
Ga -1.027 0.064 -1.206
C -2.597 0.319 -2.485
C -3.716 -0.634 -2.202
C -5.000 -0.192 -1.907
C -6.039 -1.067 -1.622
C -5.832 -2.435 -1.603
C -6.932 -3.416 -1.298
C -4.558 -2.891 -1.910
C -3.534 -2.011 -2.212
H -0.369 -4.925 -1.158
H 1.007 -4.536 -0.173
H 1.020 -4.230 -1.946
H 0.043 1.260 -1.307
H -1.685 0.013 0.279
H -2.992 1.310 -2.261
H -2.269 0.254 -3.517
H -5.165 0.887 -1.909
H -7.017 -0.667 -1.412
H -7.151 -3.396 -0.235
H -6.570 -4.415 -1.512
H -7.816 -3.199 -1.885
H -4.363 -3.951 -1.931
H -2.573 -2.427 -2.461
N 0.519 1.495 2.220
H 1.352 1.733 1.649
H 0.692 1.764 3.209
H -0.294 2.011 1.857
H 0.318 0.486 2.159
Li -6.639 1.243 -2.948
Br -0.599 -3.240 -4.485
C 6.720 1.843 0.835
C 5.459 2.110 0.465
C 4.356 2.282 1.455
O 3.195 2.515 1.059
C 4.680 2.144 2.859
C 5.959 1.856 3.265
C 7.079 1.699 2.250
O 8.194 1.484 2.637
O 6.212 1.691 4.501
O 5.100 2.233 -0.817
H 7.511 1.720 0.110
H 3.869 2.258 3.577
H 7.162 1.350 4.637
H 4.146 2.423 -0.836
K 3.295 0.467 2.709
F 7.424 -0.273 4.763
O 1.677 4.200 4.429
H 0.751 4.603 4.282
H 2.021 4.394 5.357
H 2.330 4.514 3.718
Br -9.094 0.633 -2.234
F 0.702 0.802 -3.822
Li 1.023 1.500 -5.327
```

Its max |F| is 5.934 eV Å⁻¹. The value obtained for the lowest unoccupied orbital energy is -3.980 eV. As for the HOMO energy: -5.46 eV. The calculation puts the HOMO-LUMO gap at 0.05450 Eh. The electronic energy is -14128.91951 Ha.

[6]
C3H7N4 | the ωB97M-V functional and the def2-TZVPD basis

Structure (XYZ):
```
14
C3H7N4 (the ωB97M-V functional and the def2-TZVPD basis)
C -0.199 -0.084 -1.866
C 1.203 -1.599 -0.844
C -0.232 0.734 -0.566
N 0.460 -1.137 -1.994
N 1.167 -1.046 0.302
N -0.762 -0.463 1.401
N 0.329 -0.007 0.621
H -0.781 0.091 -2.814
H 1.915 -2.416 -1.056
H 0.369 1.688 -0.907
H -1.273 1.090 -0.418
H -1.477 -1.032 0.972
H -0.387 -0.845 2.245
H 0.868 0.730 1.672
```

The calculation puts the energy above the lowest of the compared OMol25 structures with the same formula, charge and spin at 548.4 kJ/mol. Its max |F| is 5.180 eV Å⁻¹. The value obtained for the lowest unoccupied orbital energy is -5.461 eV. As for the HOMO energy: -14.64 eV. As for the total charge: +1. The calculation puts the HOMO-LUMO gap at 0.33719 Eh. The electronic energy is -337.09539 Ha.